Model i:
{"formula": "H20O10", "method": "ωB97M-V with the def2-TZVPD basis set", "e_homo_ev": -11.15, "molar_mass_g_mol": 180.150, "orbital_gap_ev": 11.3, "smiles": "O.O.O.O.O.O.O.O.O.O", "species": ["O", "H", "H", "O", "H", "H", "O", "H", "H", "O", "H", "H", "O", "H", "H", "O", "H", "H", "O", "H", "H", "O", "H", "H", "O", "H", "H", "O", "H", "H"], "positions_angstrom": [[-2.39, -2.01, 1.64], [-3.08, -2.68, 1.92], [-2.06, -2.35, 0.77], [2.13, -1.23, -2.22], [1.42, -1.84, -2.39], [2.92, -1.56, -2.68], [-2.19, 4.34, -1.56], [-1.76, 3.99, -0.75], [-2.66, 5.14, -1.22], [1.04, -2.61, 0.81], [1.90, -2.20, 0.56], [1.44, -3.50, 0.99], [-0.57, -2.54, -1.49], [0.16, -2.61, -0.90], [-0.89, -1.65, -1.43], [-0.43, 0.49, 1.75], [0.22, -0.04, 1.25], [-1.17, -0.13, 1.87], [-0.24, 3.42, 1.31], [0.52, 3.89, 1.73], [-0.23, 2.50, 1.61], [1.30, 0.81, -0.80], [0.61, 1.54, -0.81], [1.77, 1.07, -1.60], [3.17, -0.31, 0.73], [2.88, 0.28, 1.45], [2.45, -0.21, 0.10], [-2.02, -0.06, -0.60], [-2.50, -0.66, 0.03], [-1.74, 0.73, -0.06]], "nbo_charge": [-0.977, 0.491, 0.493, -0.969, 0.491, 0.475, -0.947, 0.480, 0.467, -0.963, 0.496, 0.477, -0.991, 0.484, 0.493, -0.986, 0.494, 0.500, -0.985, 0.478, 0.501, -0.967, 0.490, 0.492, -0.970, 0.467, 0.494, -0.977, 0.482, 0.490]}



Model ii:
{"formula": "H20O10", "method": "ωB97M-V with the def2-TZVPD basis set", "e_homo_ev": -10.31, "molar_mass_g_mol": 180.150, "orbital_gap_ev": 9.4, "smiles": "O.O.O.O.O.O.O.O.O.O", "species": ["O", "H", "H", "O", "H", "H", "O", "H", "H", "O", "H", "H", "O", "H", "H", "O", "H", "H", "O", "H", "H", "O", "H", "H", "O", "H", "H", "O", "H", "H"], "positions_angstrom": [[16.47, 34.02, -5.52], [17.23, 33.73, -5.04], [15.68, 33.78, -4.98], [19.57, 32.03, -7.18], [18.72, 32.09, -7.57], [19.38, 32.16, -6.24], [14.38, 34.93, -7.38], [13.95, 35.48, -6.73], [15.27, 34.86, -7.09], [13.67, 32.45, -6.72], [12.77, 32.67, -6.72], [14.11, 33.27, -6.86], [17.19, 33.24, -2.45], [17.64, 33.11, -1.61], [16.44, 33.79, -2.20], [18.81, 32.50, -4.63], [19.66, 32.11, -4.44], [18.64, 32.70, -3.73], [13.18, 36.14, -4.90], [12.73, 36.35, -4.08], [13.69, 35.34, -4.62], [14.38, 33.56, -4.00], [13.58, 33.10, -3.84], [14.66, 34.03, -3.18], [16.39, 30.81, -3.44], [16.98, 31.53, -3.29], [16.17, 30.81, -4.38], [16.95, 32.74, -8.24], [16.85, 33.13, -7.33], [17.24, 33.51, -8.77]], "nbo_charge": [-1.009, 0.490, 0.496, -0.968, 0.483, 0.461, -0.946, 0.486, 0.484, -0.962, 0.454, 0.480, -0.954, 0.488, 0.480, -0.954, 0.482, 0.483, -0.962, 0.472, 0.479, -0.940, 0.514, 0.470, -0.960, 0.470, 0.481, -0.960, 0.490, 0.472]}



Model iii:
{"formula": "H20O10", "method": "ωB97M-V with the def2-TZVPD basis set", "e_homo_ev": -10.76, "molar_mass_g_mol": 180.150, "orbital_gap_ev": 10.8, "smiles": "O.O.O.O.O.O.O.O.O.O", "species": ["O", "H", "H", "O", "H", "H", "O", "H", "H", "O", "H", "H", "O", "H", "H", "O", "H", "H", "O", "H", "H", "O", "H", "H", "O", "H", "H", "O", "H", "H"], "positions_angstrom": [[-0.29, -1.25, -3.34], [-0.15, -1.55, -2.49], [-0.92, -1.77, -3.78], [0.79, 0.68, 1.48], [0.90, 0.97, 0.65], [0.20, -0.07, 1.58], [1.96, 3.78, 0.36], [1.21, 4.23, 0.75], [2.39, 3.39, 1.09], [1.89, -1.93, 0.85], [2.62, -2.26, 1.10], [2.24, -1.03, 0.50], [-3.51, 1.24, 0.54], [-3.33, 1.89, 1.28], [-2.89, 1.59, -0.04], [-0.66, 2.29, -2.04], [0.27, 2.42, -2.39], [-0.87, 1.41, -1.87], [1.35, -1.43, 3.40], [1.62, -2.30, 3.23], [1.19, -1.05, 2.55], [-3.35, -1.33, 0.51], [-2.82, -0.43, 0.50], [-2.89, -1.88, 1.27], [3.00, 0.57, -1.12], [3.01, -0.01, -1.87], [3.83, 0.84, -0.80], [-1.42, -2.52, -0.68], [-1.50, -3.11, 0.03], [-2.20, -2.04, -0.86]], "nbo_charge": [-0.956, 0.483, 0.472, -0.951, 0.482, 0.474, -0.936, 0.470, 0.467, -0.934, 0.444, 0.490, -0.919, 0.479, 0.466, -0.965, 0.494, 0.471, -0.943, 0.457, 0.474, -0.971, 0.493, 0.463, -0.968, 0.490, 0.483, -0.978, 0.470, 0.497]}



Result of the stability comparison: model i is the most stable of them.



Model i:
{"formula": "H20O10", "method": "ωB97M-V with the def2-TZVPD basis set", "e_homo_ev": -11.24, "molar_mass_g_mol": 180.150, "orbital_gap_ev": 10.7, "smiles": "O.O.O.O.O.O.O.O.O.O", "species": ["O", "H", "H", "O", "H", "H", "O", "H", "H", "O", "H", "H", "O", "H", "H", "O", "H", "H", "O", "H", "H", "O", "H", "H", "O", "H", "H", "O", "H", "H"], "positions_angstrom": [[-1.16, -1.07, -1.01], [-1.69, -1.53, -0.42], [-0.31, -1.13, -0.54], [0.26, 3.68, -0.06], [-0.04, 3.65, 0.78], [0.47, 2.79, -0.38], [-2.90, 2.55, 0.26], [-2.26, 2.61, 0.91], [-2.61, 3.13, -0.47], [2.65, -1.66, 3.26], [2.80, -2.63, 3.45], [2.97, -1.33, 2.44], [1.76, -3.19, -1.94], [2.16, -3.83, -1.32], [1.88, -2.32, -1.55], [-1.32, -1.91, 2.33], [-0.77, -1.13, 2.33], [-2.22, -1.45, 2.48], [3.08, 0.66, -2.28], [2.40, 0.05, -2.47], [3.80, 0.01, -2.41], [-0.34, 0.46, -2.87], [-0.64, -0.36, -2.60], [0.12, 0.17, -3.69], [2.72, 2.70, 1.81], [3.03, 2.03, 2.34], [1.98, 2.18, 1.40], [-4.96, -0.87, 0.29], [-5.85, -0.91, 0.47], [-4.99, -1.34, -0.54]], "nbo_charge": [-0.939, 0.484, 0.463, -0.932, 0.455, 0.477, -0.933, 0.453, 0.481, -0.966, 0.493, 0.474, -0.936, 0.475, 0.460, -0.940, 0.462, 0.478, -0.914, 0.456, 0.458, -0.938, 0.478, 0.452, -0.904, 0.452, 0.451, -0.917, 0.457, 0.460]}



Model ii:
{"formula": "H20O10", "method": "ωB97M-V with the def2-TZVPD basis set", "e_homo_ev": -10.17, "molar_mass_g_mol": 180.150, "orbital_gap_ev": 10.1, "smiles": "O.O.O.O.O.O.O.O.O.O", "species": ["O", "H", "H", "O", "H", "H", "O", "H", "H", "O", "H", "H", "O", "H", "H", "O", "H", "H", "O", "H", "H", "O", "H", "H", "O", "H", "H", "O", "H", "H"], "positions_angstrom": [[-0.63, -0.28, 0.82], [-0.05, 0.42, 0.49], [-0.14, -1.09, 0.66], [-2.34, -0.02, -2.40], [-3.12, -0.27, -1.89], [-1.75, 0.37, -1.74], [0.07, -1.73, 2.47], [-0.62, -2.40, 2.52], [0.69, -2.10, 1.82], [3.76, 0.15, -0.54], [3.51, 0.17, 0.40], [4.46, -0.50, -0.59], [2.80, 3.66, 0.54], [3.07, 3.86, 1.44], [1.83, 3.62, 0.58], [-3.42, 2.12, -2.03], [-3.50, 1.87, -1.11], [-2.54, 2.50, -2.10], [2.60, -3.17, -0.19], [2.49, -3.14, -1.15], [2.45, -4.10, 0.03], [-3.82, -2.11, 0.19], [-4.34, -1.86, -0.58], [-3.47, -1.27, 0.51], [2.38, -0.30, -2.81], [2.33, 0.14, -1.96], [1.72, 0.14, -3.36], [-1.16, 1.66, 3.11], [-1.67, 1.12, 3.72], [-1.59, 2.52, 3.14]], "nbo_charge": [-0.932, 0.458, 0.466, -0.918, 0.455, 0.460, -0.920, 0.469, 0.459, -0.949, 0.474, 0.481, -0.933, 0.469, 0.464, -0.918, 0.454, 0.464, -0.953, 0.484, 0.470, -0.935, 0.463, 0.472, -0.955, 0.487, 0.462, -0.932, 0.472, 0.461]}



Result of the stability comparison: model ii is the most stable of them.



Model i:
{"formula": "C4H11N3", "method": "ωB97M-V with the def2-TZVPD basis set", "total_charge": -1, "e_homo_ev": [1.57, -2.68], "molar_mass_g_mol": 101.153, "orbital_gap_ev": [2.9, 6.9], "s2": 0.7541, "multiplicity": 2, "species": ["C", "C", "C", "N", "C", "N", "N", "H", "H", "H", "H", "H", "H", "H", "H", "H", "H", "H"], "positions_angstrom": [[-0.83, 1.06, -0.88], [-0.11, 1.56, 0.37], [0.92, 0.44, 0.58], [-0.14, -2.19, -0.23], [-0.20, -1.81, 1.03], [0.30, -0.64, 1.50], [0.08, 1.25, -2.09], [-0.86, -0.12, -0.75], [-1.95, 1.45, -0.97], [-0.72, 1.64, 1.24], [0.34, 2.58, 0.29], [1.23, 0.02, -0.40], [1.81, 0.84, 1.15], [0.76, -1.95, -0.71], [-0.58, -2.46, 1.88], [0.44, -0.52, 2.51], [-0.17, 0.32, -2.49], [-0.64, 1.76, -2.59]], "nbo_charge": [-0.308, -0.469, -0.231, -1.006, 0.026, -0.686, -0.850, 0.256, 0.151, 0.197, 0.172, 0.216, 0.163, 0.249, 0.082, 0.356, 0.346, 0.336]}



Model ii:
{"formula": "C4H11N3", "method": "ωB97M-V with the def2-TZVPD basis set", "total_charge": -1, "e_homo_ev": [1.40, -3.79], "molar_mass_g_mol": 101.153, "orbital_gap_ev": [2.8, 8.1], "s2": 0.7509, "multiplicity": 2, "species": ["C", "C", "C", "C", "N", "N", "N", "H", "H", "H", "H", "H", "H", "H", "H", "H", "H", "H"], "positions_angstrom": [[-2.00, -0.65, -0.32], [-0.78, -0.88, 0.66], [0.46, -0.07, 0.37], [1.52, -0.71, -0.25], [2.71, 0.06, -0.58], [0.64, 1.24, 0.76], [-2.38, 0.82, -0.36], [-1.72, -1.02, -1.29], [-2.78, -1.26, 0.12], [-0.65, -2.00, 0.62], [-1.15, -0.71, 1.67], [1.40, -1.55, -0.86], [2.62, 0.49, -1.52], [3.56, -0.45, -0.68], [-0.14, 1.66, 1.28], [1.59, 1.52, 1.00], [-1.59, 1.37, -0.71], [-3.09, 0.92, -1.08]], "nbo_charge": [-0.446, -0.556, 0.087, -0.433, -0.932, -0.856, -0.881, 0.160, 0.167, 0.206, 0.195, 0.168, 0.323, 0.348, 0.371, 0.396, 0.350, 0.333]}



Result of the stability comparison: model ii is the most stable of them.



Model i:
{"formula": "C5H15NO", "method": "ωB97M-V with the def2-TZVPD basis set", "e_homo_ev": -7.72, "molar_mass_g_mol": 105.181, "orbital_gap_ev": 8.5, "smiles": "CCN(C)CC.O", "species": ["C", "C", "N", "C", "C", "C", "H", "H", "H", "H", "H", "H", "H", "H", "H", "H", "H", "H", "H", "O", "H", "H"], "positions_angstrom": [[0.07, -1.55, 0.96], [-0.41, -0.29, 0.18], [0.63, 0.73, -0.15], [-0.16, 1.56, -1.25], [1.92, 1.47, -0.13], [3.08, 0.67, 0.33], [0.75, -2.12, 0.30], [0.64, -1.28, 1.97], [-0.82, -2.28, 1.33], [-1.37, 0.14, 0.65], [-0.60, -0.78, -0.75], [0.61, 1.58, -2.02], [-0.55, 2.46, -0.76], [-0.98, 1.01, -1.81], [1.83, 2.47, 0.45], [2.26, 1.92, -1.06], [2.79, 0.59, 1.37], [4.04, 1.14, 0.25], [3.01, -0.33, -0.19], [-5.31, -2.06, 0.24], [-6.19, -2.37, 0.68], [-5.25, -2.69, -0.59]], "nbo_charge": [-0.622, -0.176, -0.526, -0.429, -0.173, -0.622, 0.204, 0.201, 0.218, 0.184, 0.179, 0.199, 0.197, 0.195, 0.158, 0.184, 0.205, 0.214, 0.209, -0.942, 0.471, 0.471]}



Model ii:
{"formula": "C5H15NO", "method": "ωB97M-V with the def2-TZVPD basis set", "e_homo_ev": -8.71, "molar_mass_g_mol": 105.181, "orbital_gap_ev": 9.6, "smiles": "CNCC(C)C.O", "species": ["C", "N", "C", "C", "C", "C", "H", "H", "H", "H", "H", "H", "H", "H", "H", "H", "H", "H", "H", "O", "H", "H"], "positions_angstrom": [[-1.79, -0.24, 0.88], [-0.76, -1.20, 0.50], [-0.29, -1.13, -0.89], [1.22, -1.10, -1.00], [1.85, 0.03, -0.20], [1.64, -1.01, -2.49], [-1.77, 0.61, 0.20], [-2.79, -0.68, 0.87], [-1.56, 0.20, 1.86], [-1.07, -2.15, 0.64], [-0.66, -1.97, -1.49], [-0.72, -0.25, -1.40], [1.62, -2.05, -0.62], [2.93, 0.04, -0.35], [1.37, 0.98, -0.47], [1.65, -0.13, 0.86], [2.64, -1.41, -2.67], [0.90, -1.49, -3.13], [1.63, 0.05, -2.76], [-2.18, 4.52, 3.61], [-1.24, 4.39, 3.77], [-2.62, 3.98, 4.27]], "nbo_charge": [-0.409, -0.642, -0.213, -0.218, -0.611, -0.607, 0.191, 0.180, 0.190, 0.359, 0.177, 0.177, 0.189, 0.207, 0.196, 0.222, 0.212, 0.202, 0.199, -0.936, 0.469, 0.468]}



Result of the stability comparison: model ii is the most stable of them.